Here is a molecular structure, C52H40F12FeN4O5Si in a non-equilibrium geometry from the OMol25 dataset. Energies are from ωB97M-V/def2-TZVPD.

## Properties
Multiplicity: 5
HOMO energy (alpha / beta): -0.0400 / -0.0763 Eh
Net charge: -2
Frontier orbital gap (alpha / beta): 4.834 / 6.291 eV

Geometry as XYZ:
```
115
Properties=species:S:1:pos:R:3:forces:R:3
Fe -0.53066 -0.59878 -0.15610 -0.6 1.3 -2.0
C -4.30990 4.93495 -2.33829 0.0 -0.2 -0.1
C -3.50915 3.66471 -2.29907 0.0 0.0 0.1
C -2.55624 3.38689 -3.26943 -0.2 0.0 0.2
C -1.80050 2.24557 -3.20249 0.1 -0.2 -0.1
C -1.88653 1.32427 -2.12860 -0.3 0.5 -0.2
N -1.03886 0.28348 -2.01933 0.1 -0.8 1.1
C 0.08297 0.15157 -2.80325 0.6 0.2 -0.8
C 0.94512 1.22938 -3.08240 -0.2 -0.1 0.0
C 2.11694 1.07610 -3.78971 0.1 -0.1 -0.2
C 2.49748 -0.16829 -4.26696 0.0 0.0 0.0
C 3.76178 -0.38114 -5.04744 -0.1 0.0 0.1
C 1.68246 -1.25279 -3.97701 0.2 0.3 -0.1
C 0.49534 -1.12099 -3.28060 -0.1 0.0 0.1
C -0.34461 -2.34265 -2.92212 -0.1 -0.1 -0.7
O -0.66514 -2.42504 -1.62742 0.0 0.4 1.6
C 0.36214 -3.69745 -3.27976 0.2 -0.7 -0.2
F 0.73391 -3.93401 -4.56253 0.0 0.3 -0.1
F -0.42620 -4.74403 -2.98036 -0.3 0.0 0.2
F 1.48041 -3.88151 -2.56113 0.3 0.3 0.4
C -1.61353 -2.34016 -3.84414 -0.5 0.0 -0.6
F -2.50527 -3.27900 -3.49934 -0.1 -0.1 0.3
F -2.27333 -1.18577 -3.89673 0.0 0.2 0.2
F -1.30247 -2.61009 -5.14339 0.2 0.0 -0.1
C -2.96814 1.54462 -1.22097 0.2 -0.1 0.2
C -3.73075 2.69811 -1.32798 0.1 0.3 -0.3
C -3.32300 0.50486 -0.15039 -0.5 0.0 -0.7
O -2.31453 -0.01408 0.57347 1.7 -0.6 0.2
C -4.08444 -0.65186 -0.88318 -0.3 -0.4 -0.3
F -4.90175 -1.36677 -0.07647 -0.1 -0.1 0.4
F -4.88367 -0.23315 -1.88795 0.1 0.2 0.0
F -3.23253 -1.52869 -1.39135 0.1 0.0 0.0
C -4.31889 1.04180 0.92053 -0.4 -0.1 0.6
F -5.59025 1.26907 0.50651 0.0 0.0 -0.5
F -4.44603 0.17861 1.93196 0.1 -0.2 0.2
F -3.91093 2.18877 1.48319 0.4 0.4 0.0
H -3.71057 5.74822 -2.74695 0.0 0.1 0.0
H -5.18724 4.80846 -2.97509 -0.2 0.2 0.0
H -4.64521 5.21727 -1.34166 -0.1 0.1 0.0
H -2.40376 4.08720 -4.08145 0.0 0.0 -0.1
H -1.10699 2.03482 -4.00087 0.1 0.0 0.0
H 0.69726 2.20167 -2.68647 -0.1 0.1 0.0
H 2.76017 1.93126 -3.94583 0.1 0.1 0.0
H 4.16538 0.56782 -5.39215 0.1 0.1 -0.1
H 4.51243 -0.86772 -4.42366 0.2 0.0 0.0
H 3.57514 -1.02049 -5.91124 0.1 0.0 -0.1
H 2.02856 -2.21753 -4.31091 -0.1 -0.1 -0.1
H -4.53435 2.89408 -0.63494 0.0 -0.1 0.1
O 3.93354 5.49777 -0.21509 -0.4 0.5 0.2
N 4.43119 4.38889 -0.51031 0.1 -0.3 -0.1
O 5.65133 4.30049 -0.78539 0.5 -0.1 -0.1
C 3.66583 3.23366 -0.53545 0.4 -0.4 -0.2
C 4.31721 2.04567 -0.89675 0.3 0.5 -0.1
C 3.68159 0.81011 -0.89115 -0.5 -0.4 0.3
C 4.33188 -0.40374 -1.23166 -0.3 0.0 0.2
C 3.64959 -1.58408 -1.10659 0.0 0.2 0.0
C 2.32134 -1.56965 -0.67450 -0.1 -0.2 0.1
N 1.66732 -0.44807 -0.39840 -0.4 -0.4 -0.1
C 2.31392 0.72093 -0.50285 0.5 -0.1 0.1
C 1.60247 1.93502 -0.21147 -0.1 0.7 -0.1
N 0.29753 1.80022 0.05359 -0.1 -0.3 0.0
C -0.42246 2.87156 0.32544 -0.1 -0.2 -0.1
C 0.11855 4.14768 0.32441 0.3 0.0 -0.1
C 1.46245 4.31643 0.05214 -0.4 0.1 0.1
C 2.26075 3.19638 -0.22465 -0.4 -0.1 0.0
H 5.35758 2.10785 -1.17508 0.0 0.0 0.0
H 5.35549 -0.37460 -1.57304 0.2 0.0 0.0
H 4.11616 -2.53115 -1.33249 0.0 -0.1 0.0
H 1.76798 -2.48306 -0.53407 0.0 -0.1 0.0
H -1.46261 2.69721 0.55545 -0.1 0.0 0.0
H -0.50693 5.00011 0.53975 -0.1 0.1 0.0
H 1.90609 5.29919 0.05115 0.0 -0.1 0.0
C -1.33647 -5.23537 0.13878 0.2 0.3 0.1
C -0.56078 -4.49432 1.21771 0.0 -0.4 0.3
O -0.06189 -3.25505 0.77140 -0.1 0.3 -0.1
H -1.74208 -6.16564 0.52574 -0.1 -0.2 0.1
H -0.68722 -5.45855 -0.70346 0.0 0.0 -0.1
H -2.15010 -4.61451 -0.22842 -0.1 0.1 -0.1
H 0.29969 -5.09704 1.55057 -0.2 0.0 0.0
H -1.20440 -4.32085 2.09211 0.1 -0.1 -0.1
H -0.32780 -3.11927 -0.16566 0.1 -0.2 -0.4
C -3.45983 -1.95381 5.02249 -0.1 0.0 0.1
C -2.41083 -1.16491 5.46717 0.0 0.0 0.2
C -1.39461 -0.81649 4.59537 0.1 0.0 0.0
C -1.40419 -1.22737 3.26419 0.2 0.1 -0.6
C -2.47126 -2.00340 2.83536 0.0 0.0 0.0
C -3.48635 -2.37220 3.70330 -0.1 -0.2 0.0
Si 0.03131 -0.71110 2.08585 0.2 -0.1 2.6
C 1.48600 -1.72340 2.87695 -0.3 0.3 -0.6
C 1.25831 -2.63181 3.90778 -0.2 0.0 0.0
C 2.29212 -3.32589 4.51073 0.1 -0.1 0.2
C 3.59782 -3.14160 4.08883 0.1 0.0 0.0
C 3.84825 -2.24719 3.06195 0.2 -0.1 0.0
C 2.80516 -1.55390 2.47306 0.2 0.0 -0.1
C 0.38017 1.05092 2.79023 -0.1 -0.3 -0.3
C -0.68724 1.84793 3.19876 0.0 -0.1 0.1
C -0.48796 3.12070 3.70139 0.0 0.1 0.1
C 0.79117 3.64611 3.78535 0.0 0.1 0.1
C 1.86317 2.88469 3.35726 0.2 0.1 0.1
C 1.65356 1.60591 2.87034 0.0 -0.1 0.1
H -4.25554 -2.23491 5.70198 0.0 0.0 0.0
H -2.38527 -0.82176 6.49527 0.0 0.0 0.0
H -0.57168 -0.21145 4.95161 0.0 0.1 0.1
H -2.50847 -2.29472 1.79881 -0.1 -0.1 -0.2
H -4.30495 -2.98256 3.34527 -0.1 0.0 0.0
H 0.24919 -2.79044 4.25246 -0.1 -0.1 0.1
H 2.08272 -4.01090 5.32267 -0.1 -0.1 0.0
H 4.41120 -3.68626 4.55229 0.0 0.0 0.0
H 4.86128 -2.08787 2.71803 0.1 0.0 -0.1
H 3.03223 -0.87195 1.67157 0.1 0.1 -0.1
H -1.69017 1.46099 3.11443 -0.2 0.0 0.0
H -1.33275 3.71377 4.02542 -0.1 0.0 0.0
H 0.94869 4.64333 4.17663 0.0 0.0 0.0
H 2.86642 3.29072 3.39515 0.0 0.0 0.0
H 2.50351 1.03503 2.53175 0.2 -0.1 0.0
```
Forces are in eV/Å.

---

Here is a molecular structure, C52H40N4OOsP2Se in a non-equilibrium geometry from the OMol25 dataset. Energies are from ωB97M-V/def2-TZVPD.

## Properties
HOMO energy: -0.4590 Eh
Energy above the lowest of the compared OMol25 structures with the same formula, charge and spin: 19.8 kcal/mol
Net charge: +2
Frontier orbital gap: 5.101 eV

Geometry as XYZ:
```
101
Properties=species:S:1:pos:R:3:forces:R:3
Os -0.29565 -0.73207 0.20001 -1.4 0.4 -0.5
O -2.66155 -2.29430 0.94265 0.0 0.0 0.0
C -1.90024 -1.41406 1.34279 0.2 -0.4 0.2
C -2.08556 -0.98443 2.78765 -0.1 0.0 -0.1
C -2.94940 -1.65999 3.64275 -0.1 0.0 0.0
C -3.13436 -1.19341 4.93394 0.0 0.0 0.0
C -2.49763 -0.02637 5.35076 0.0 0.0 0.0
C -1.65216 0.66080 4.49177 0.0 0.0 0.0
C -1.41199 0.15006 3.21561 0.1 0.1 0.1
P -0.39620 0.82623 1.87242 -0.1 0.1 0.0
C -3.05414 1.41934 0.78353 0.2 0.4 -0.3
C -3.66355 1.60890 -0.53336 -0.1 -0.1 -0.1
C -4.90478 2.14977 -0.68770 0.0 0.0 0.0
C -5.59672 2.57834 0.45295 0.0 0.0 0.1
C -5.05190 2.49498 1.74778 -0.1 0.0 0.0
C -3.81740 1.95015 1.91164 0.0 -0.1 0.1
C 0.87350 1.92637 2.54180 0.1 -0.1 0.1
C 1.56815 2.80074 1.70737 0.0 0.0 0.0
C 2.58941 3.59079 2.21194 0.0 0.0 0.0
C 2.94222 3.50810 3.55101 0.0 0.0 0.0
C 2.29316 2.60195 4.37662 0.0 0.0 0.0
C 1.27600 1.80467 3.87331 0.0 0.0 0.0
H -3.46926 -2.53656 3.27790 0.0 0.0 0.0
H -3.78674 -1.72448 5.61450 0.0 0.0 0.0
H -2.66293 0.35168 6.35130 0.0 0.0 0.0
H -1.20313 1.58899 4.81826 0.0 0.0 0.0
H -3.08394 1.27927 -1.39061 0.0 0.0 0.0
H -5.34969 2.26098 -1.66673 0.0 0.0 0.0
H -6.58791 3.00213 0.33341 0.0 0.0 0.0
H -5.61098 2.87093 2.59306 0.0 0.0 0.0
H -3.37836 1.87154 2.90001 0.0 0.0 0.0
H 1.33382 2.86007 0.65638 0.0 0.0 0.0
H 3.11655 4.26683 1.55138 0.0 0.0 0.0
H 3.73167 4.13472 3.94446 0.0 0.0 0.0
H 2.58405 2.50535 5.41460 0.0 0.0 0.0
H 0.82069 1.07105 4.52165 0.0 0.0 0.0
C 1.85209 -1.29875 -6.06668 0.0 0.0 0.0
C 2.88614 -1.60184 -5.19493 0.0 0.0 0.0
C 2.73631 -1.38448 -3.83064 0.0 -0.1 0.0
C 1.53999 -0.87213 -3.33655 -0.1 -0.1 0.0
C 0.49539 -0.58584 -4.21737 0.0 0.0 0.0
C 0.65399 -0.79369 -5.57612 0.0 0.0 0.0
P 1.35635 -0.30285 -1.61518 0.6 0.0 0.7
C 3.02057 -0.46276 -0.89210 0.0 0.1 -0.1
C 3.82495 0.62337 -0.56720 0.0 0.0 -0.1
C 5.06880 0.42019 0.01896 0.0 0.0 0.0
C 5.51517 -0.86537 0.28374 0.0 0.0 0.0
C 4.70802 -1.95654 -0.02217 0.0 0.0 0.0
C 3.46496 -1.75349 -0.59894 0.0 0.0 0.0
C 1.09941 1.44796 -1.94318 0.0 -0.1 -0.1
C 1.81123 2.20606 -2.86502 0.0 0.0 0.0
C 1.51876 3.55254 -3.01316 0.0 0.0 0.0
C 0.55824 4.14498 -2.20252 0.0 0.0 0.0
C -0.14441 3.39352 -1.26869 -0.1 0.1 0.1
C -0.97054 4.05199 -0.25595 0.0 0.1 -0.2
C -1.54933 3.36937 0.72435 -0.1 -0.1 0.0
C -1.55159 1.87312 0.73426 0.2 0.0 0.5
C -0.73731 1.13975 -0.30033 0.8 -0.7 -0.4
C 0.07726 2.00460 -1.19293 -0.5 0.2 0.2
H 1.98268 -1.44508 -7.13082 0.0 0.0 0.0
H 3.81978 -1.99534 -5.57434 0.0 0.0 0.0
H 3.55862 -1.60218 -3.16238 0.0 0.0 0.0
H -0.43901 -0.18269 -3.84085 0.0 0.0 0.0
H -0.15731 -0.56228 -6.25398 0.0 0.0 0.0
H 3.48904 1.63161 -0.77392 0.0 0.0 0.0
H 5.69660 1.26964 0.25595 0.0 0.0 0.0
H 6.49018 -1.02164 0.72710 0.0 0.0 0.0
H 5.05085 -2.96192 0.18766 0.0 0.0 0.0
H 2.83753 -2.60929 -0.83268 0.0 0.0 0.0
H 2.59570 1.74935 -3.45685 0.0 0.0 0.0
H 2.06389 4.14784 -3.73339 0.0 0.0 0.0
H 0.36714 5.20898 -2.27553 0.0 0.0 0.0
H -1.04074 5.13322 -0.28435 0.0 0.0 0.0
H -2.11279 3.88806 1.49307 0.1 0.0 0.1
H -3.02046 0.32088 0.90973 -0.1 -0.1 0.0
Se 3.64830 -0.98247 3.29705 0.1 0.1 0.1
N 3.47973 -2.69279 3.66225 0.0 -0.1 0.1
C 2.40832 -3.11047 3.01456 -0.1 -0.1 -0.1
C 1.88853 -4.43840 3.06910 0.2 0.1 0.1
C 0.76752 -4.68668 2.35822 -0.2 0.1 -0.1
C 0.16492 -3.65563 1.57405 -0.1 -0.1 0.0
N 0.58984 -2.42505 1.46607 1.0 0.5 0.0
C 1.72383 -2.11410 2.22209 -0.2 -0.3 -0.1
N 2.22993 -0.90632 2.25662 -0.1 0.1 -0.1
H 2.38090 -5.19145 3.66969 0.0 0.0 0.0
H 0.30082 -5.66139 2.36819 0.0 0.0 -0.1
H -0.73376 -3.90565 1.02607 0.0 -0.1 0.0
N -0.88445 -2.47848 -1.06997 0.0 0.2 0.2
C -1.63442 -2.34289 -2.30124 0.0 0.1 0.0
C -2.78101 -1.56272 -2.30893 0.0 0.0 0.0
C -3.53552 -1.46876 -3.46751 0.0 0.0 0.0
C -3.15173 -2.15715 -4.61334 0.0 0.0 0.0
C -2.00724 -2.93748 -4.59277 0.0 0.0 0.0
C -1.24345 -3.02821 -3.43633 0.0 -0.1 0.0
H -0.10488 -3.11154 -1.21973 0.0 0.0 0.0
H -1.52627 -2.88263 -0.38149 -0.2 -0.1 -0.1
H -3.07759 -1.05844 -1.39882 0.0 0.0 0.0
H -4.43811 -0.87033 -3.47618 0.0 0.0 0.0
H -3.75289 -2.09641 -5.51054 0.0 0.0 0.0
H -1.70289 -3.48267 -5.47635 0.0 0.0 0.0
H -0.34763 -3.63984 -3.42362 0.0 0.0 0.0
```
Forces are in eV/Å.

---

Among the records above, which one has the highest net charge? C52H40N4OOsP2Se